#1
Entry from OMol25: 2 unconnected molecules or ions with the total composition C3H7O2S (the ωB97M-V functional and the def2-TZVPD basis).

Last column: Löwdin charge in e.
Cartesian coordinates (Å):
C1 -2.7326 -0.6100 -0.4596  -0.19
C2 -1.3311 -0.1151 -0.8168  -0.62
S1 -0.3181 -1.2732 -1.7975  0.66
H1 -3.4098 -0.8265 -1.2847  0.05
H2 -2.6916 -1.5360 0.1142  0.06
H3 -3.1769 0.1482 0.1848  0.06
H4 -0.7919 -0.0319 0.1285  0.02
H5 -1.3558 0.8785 -1.2473  0.07
H6 -0.3944 -0.5257 -2.8897  -0.18
O1 0.9096 0.9598 0.9908  -0.16
C3 1.9010 0.9110 1.7721  -0.70
O2 2.3197 1.7110 2.6167  -0.13
H7 2.4618 -0.0606 1.6459  0.08

As for the HOMO-LUMO gap: 0.26143 Eh. As for the total charge: -1.

***

#2
Entry from OMol25: 2 unconnected molecules or ions with the total composition C3H7O2S (the ωB97M-V functional and the def2-TZVPD basis).

Last column: Löwdin charge in e.
Cartesian coordinates (Å):
C1 -1.5424 0.9219 1.2901  -0.39
S1 0.3800 0.8705 1.3915  0.65
C2 0.6040 -0.8913 0.8915  -0.44
H1 -1.7767 0.3004 0.3990  0.03
H2 -1.9890 0.4971 2.2250  0.02
H3 -2.1539 1.7653 1.1011  -0.01
H4 -0.1128 -1.5661 1.4424  0.05
H5 1.6561 -1.0066 0.8506  0.00
H6 0.2657 -1.0972 -0.1246  -0.01
O1 2.2191 -0.6689 -2.1554  -0.15
C3 1.1893 0.0349 -2.3371  -0.62
O2 -0.0677 -0.1135 -1.9905  -0.22
H7 1.3284 0.9534 -2.9836  0.08

As for the HOMO-LUMO gap: 0.27319 Eh. As for the total charge: -1.

***

Of them, #2 has the lowest stability.

***

#1
Entry from OMol25: 2 unconnected molecules or ions with the total composition C3H7O2S (the ωB97M-V functional and the def2-TZVPD basis).

Last column: Löwdin charge in e.
Cartesian coordinates (Å):
C1 -1.7107 2.2893 1.2188  -0.26
C2 -0.9522 1.2968 0.3690  -0.63
S1 -1.9146 -0.2998 0.5125  0.61
H1 -1.9064 1.9352 2.2960  0.07
H2 -2.6769 2.6257 0.5665  0.10
H3 -0.9862 3.1918 1.3444  0.08
H4 -0.8677 1.5865 -0.6700  0.06
H5 0.0490 1.2094 0.7697  0.05
H6 -0.8021 -1.0968 0.5817  -0.15
O1 1.4724 -0.3711 -0.6730  -0.20
C3 2.3515 -1.3282 -0.7314  -0.61
O2 3.2115 -1.6574 -1.6220  -0.17
H7 2.2204 -1.9749 0.1324  0.06

As for the HOMO-LUMO gap: 0.27464 Eh. As for the total charge: -1.

***

#2
Entry from OMol25: 2 unconnected molecules or ions with the total composition C3H7O2S (the ωB97M-V functional and the def2-TZVPD basis).

Last column: Löwdin charge in e.
Cartesian coordinates (Å):
C1 0.4789 0.8915 -0.9454  -0.20
C2 0.9434 -0.3222 -0.1700  -0.61
S1 2.7233 -0.3415 0.3542  0.63
H1 0.8678 1.8222 -0.4834  0.06
H2 0.7971 1.1062 -1.9765  0.07
H3 -0.5928 0.9788 -0.9567  0.03
H4 0.8047 -1.2304 -0.8784  0.09
H5 0.3214 -0.5809 0.7483  0.07
H6 2.7368 0.9044 0.6376  -0.22
O1 -2.3654 -0.4017 -0.9551  -0.17
C3 -2.4234 -0.3296 0.3139  -0.64
O2 -2.6916 0.6859 1.0992  -0.21
H7 -2.0447 -1.2481 0.8977  0.09

As for the HOMO-LUMO gap: 0.26680 Eh. As for the total charge: -1.

***

Of them, #1 has the lowest stability.

***

#1
Entry from OMol25: a molecular structure, C12H30AgBr2N2O4 (the ωB97M-V functional and the def2-TZVPD basis).

Last column: Löwdin charge in e.
Cartesian coordinates (Å):
Ag1 0.5392 -1.9436 0.0159  0.64
Br1 -0.9377 -3.8795 1.4168  -0.18
Br2 2.1460 -3.8585 -1.0855  -0.19
C1 -2.2706 -2.8078 -1.9286  -0.11
O1 -1.1753 -1.9406 -1.7360  -0.31
C2 -0.6866 -1.3778 -2.9083  -0.24
C3 0.2788 -0.2307 -2.5926  -0.20
N1 1.3920 -0.6975 -1.7761  -0.12
C4 2.4894 0.3087 -1.6472  -0.16
C5 2.2283 1.7616 -1.2498  -0.23
O2 1.5162 1.8735 -0.0513  -0.20
C6 1.5351 3.1961 0.4136  -0.11
H1 -3.0755 -2.3215 -2.4906  0.09
H2 -2.7471 -3.0677 -0.9822  0.05
H3 -1.9266 -3.7499 -2.3569  0.10
H4 -1.4946 -0.9913 -3.5497  0.13
H5 -0.1968 -2.0741 -3.6071  0.13
H6 -0.2754 0.5770 -2.0986  0.12
H7 0.6285 0.2973 -3.4935  0.13
H8 1.9036 -1.4193 -2.2851  0.03
H9 3.0328 0.3450 -2.6008  0.13
H10 3.2547 -0.1120 -0.9909  0.11
H11 1.6635 2.2419 -2.0553  0.12
H12 3.1963 2.2529 -1.1321  0.12
H13 2.5707 3.5600 0.5033  0.09
H14 1.1085 3.2643 1.4145  0.09
H15 1.0157 3.8991 -0.2456  0.09
C7 3.2029 -1.4022 1.9160  -0.10
O3 1.8027 -1.3534 1.8113  -0.31
C8 1.1594 -0.4333 2.6547  -0.22
C9 -0.3652 -0.3752 2.5005  -0.18
N2 -0.7166 -0.3387 1.0526  -0.09
C10 -2.1771 -0.4293 0.7828  -0.20
C11 -2.9522 0.7882 1.2113  -0.23
O4 -2.4584 1.9113 0.5023  -0.20
C12 -3.1094 3.1091 0.8688  -0.11
H16 3.5573 -1.5875 2.9327  0.09
H17 3.7069 -0.5370 1.4741  0.09
H18 3.5076 -2.2686 1.3238  0.06
H19 1.5408 0.5811 2.4856  0.12
H20 1.3544 -0.6632 3.7103  0.13
H21 -0.6837 0.5636 2.9572  0.12
H22 -0.8196 -1.2455 2.9703  0.09
H23 -0.5180 0.6013 0.7214  0.09
H24 -2.5946 -1.2694 1.3468  0.10
H25 -2.3407 -0.6324 -0.2717  0.10
H26 -2.9523 0.9191 2.2996  0.12
H27 -4.0061 0.6592 0.9292  0.13
H28 -2.9833 3.2625 1.9489  0.09
H29 -4.1686 3.0449 0.5935  0.09
H30 -2.6990 3.9899 0.3778  0.08

The expectation value of S² is 0.758. As for the HOMO-LUMO gap (alpha / beta): 0.30360 / 0.22755 Eh. The spin multiplicity is 2.

***

#2
Entry from OMol25: a molecular structure, C12H30AgBr2N2O4 (the ωB97M-V functional and the def2-TZVPD basis).

Last column: Löwdin charge in e.
Cartesian coordinates (Å):
Ag1 -1.4361 0.0647 -0.0304  0.60
Br1 -3.3992 1.7330 -0.6880  -0.11
Br2 -2.0039 -0.5296 2.6122  -0.12
C1 -1.1174 0.3893 -3.3697  -0.10
O1 -0.4099 0.5464 -2.1507  -0.31
C2 0.6849 1.4298 -2.2365  -0.21
C3 1.2904 1.5846 -0.8294  -0.21
N1 0.2856 1.9473 0.1593  -0.08
C4 0.2588 3.4137 0.3003  -0.19
C5 -0.7155 3.7641 1.3906  -0.23
O2 -0.1691 3.2400 2.5897  -0.20
C6 -1.1451 3.1648 3.5884  -0.14
H1 -1.8232 -0.4338 -3.2401  0.07
H2 -0.4332 0.2032 -4.1983  0.09
H3 -1.7932 1.2327 -3.5507  0.08
H4 0.4490 2.4220 -2.6338  0.13
H5 1.4590 0.9382 -2.8405  0.13
H6 2.1559 2.2518 -0.9401  0.12
H7 1.7278 0.6093 -0.6104  0.09
H8 0.6253 1.6077 1.0573  0.09
H9 -0.0106 3.8795 -0.6520  0.12
H10 1.2667 3.7993 0.5066  0.12
H11 -1.6761 3.2839 1.1696  0.06
H12 -0.9204 4.8336 1.5164  0.13
H13 -0.7059 2.7816 4.5105  0.09
H14 -1.9541 2.4614 3.3556  0.05
H15 -1.6090 4.1357 3.8097  0.09
C7 -3.6617 -2.0663 -1.2806  -0.09
O3 -2.4003 -1.9064 -0.6391  -0.35
C8 -1.4063 -2.8854 -0.8758  -0.21
C9 -0.3061 -2.7568 0.1689  -0.21
N2 0.3804 -1.4430 0.1189  -0.08
C10 1.1853 -1.2948 1.3769  -0.22
C11 2.4161 -2.1922 1.3932  -0.20
O4 3.0199 -2.0492 0.1137  -0.22
C12 4.3684 -2.4422 0.0298  -0.09
H16 -4.4187 -1.8098 -0.5453  0.10
H17 -3.8151 -3.1514 -1.3980  0.09
H18 -3.7023 -1.5941 -2.2571  0.08
H19 -1.0154 -2.7709 -1.8930  0.13
H20 -1.8754 -3.8590 -0.6926  0.13
H21 0.3581 -3.5957 -0.0739  0.13
H22 -0.7447 -2.8991 1.1558  0.10
H23 1.1892 -1.5589 -0.4968  0.10
H24 0.5388 -1.3861 2.2470  0.04
H25 1.5962 -0.2790 1.3878  0.10
H26 2.0759 -3.2317 1.4841  0.12
H27 3.1134 -1.8817 2.1697  0.13
H28 5.0221 -1.7000 -0.4367  0.09
H29 4.4254 -3.2955 -0.6579  0.09
H30 4.7750 -2.7051 1.0057  0.09

The expectation value of S² is 0.758. As for the HOMO-LUMO gap (alpha / beta): 0.32475 / 0.21017 Eh. The spin multiplicity is 2.

***

Of them, #2 has the lowest stability.

***

#1
Entry from OMol25: C20H30ClN3O3 in the gas phase (the ωB97M-V functional and the def2-TZVPD basis).

Last column: Löwdin charge in e.
Cartesian coordinates (Å):
C1 -2.6092 -1.4192 -3.1158  -0.10
C2 -2.1496 -0.9015 -1.7577  -0.23
C3 -0.6477 -1.0603 -1.5100  -0.34
C4 -0.2385 -2.5310 -1.4807  -0.06
C5 -0.2395 -0.3525 -0.2089  -0.27
C6 1.2630 -0.4979 0.0924  -0.05
C7 1.6999 0.4935 1.1543  -0.47
O1 2.1531 1.5910 0.8449  0.04
N1 1.5147 0.0974 2.4293  0.17
C8 1.8390 0.8875 3.6266  -0.42
C9 3.3310 1.1956 3.6779  -0.19
O2 4.1148 0.0093 3.6844  -0.04
C10 0.9711 2.1480 3.7044  -0.10
C11 -0.4199 1.6239 4.0742  -0.12
C12 -0.1770 0.3503 4.9235  -0.34
C13 -0.6486 0.4950 6.3650  -0.08
C14 1.3435 0.0952 4.8377  -0.09
N2 -0.5679 1.0662 -0.2281  0.12
C15 -1.5730 1.5826 0.5206  -0.45
O3 -2.4323 0.8961 1.0480  0.06
C16 -1.5818 3.0767 0.6603  -0.11
C17 -2.7982 3.7063 0.9017  -0.07
N3 -2.9213 5.0171 1.0766  0.08
C18 -1.8180 5.7560 1.0373  -0.16
C19 -0.5620 5.2106 0.8190  -0.64
Cl1 0.8328 6.2377 0.8146  0.68
C20 -0.4286 3.8494 0.6204  -0.04
H1 -3.6579 -1.1740 -3.2851  0.07
H2 -2.0291 -0.9669 -3.9240  0.08
H3 -2.5119 -2.5018 -3.2014  0.06
H4 -2.4094 0.1550 -1.6763  0.10
H5 -2.6955 -1.4076 -0.9555  0.12
H6 -0.1112 -0.5632 -2.3302  0.15
H7 -0.7038 -3.0397 -0.6310  0.09
H8 -0.5579 -3.0425 -2.3872  0.07
H9 0.8411 -2.6602 -1.4059  0.07
H10 -0.8218 -0.7795 0.6129  0.15
H11 1.4806 -1.5214 0.3975  0.12
H12 1.8448 -0.2787 -0.8052  0.13
H13 1.2050 -0.8487 2.5780  0.15
H14 3.6027 1.8466 2.8461  0.12
H15 3.5331 1.7261 4.6111  0.13
H16 4.4434 -0.1457 2.7956  0.09
H17 1.3711 2.7797 4.5032  0.13
H18 0.9979 2.7267 2.7837  0.10
H19 -1.0055 2.3666 4.6181  0.11
H20 -0.9846 1.3759 3.1753  0.09
H21 -0.7155 -0.4880 4.4736  0.13
H22 -0.1669 1.3554 6.8373  0.08
H23 -1.7279 0.6458 6.4138  0.08
H24 -0.4041 -0.3904 6.9556  0.08
H25 1.6099 -0.9621 4.7798  0.13
H26 1.8390 0.4927 5.7275  0.13
H27 0.1359 1.6946 -0.5818  0.13
H28 -3.7010 3.1107 0.9548  0.12
H29 -1.9274 6.8232 1.1912  0.11
H30 0.5553 3.4145 0.4826  0.10

Its SMILES is CC[C@H](C)[C@@H](CC(=O)N[C@@]1(CO)CC[C@H](C)C1)NC(=O)c1cncc(Cl)c1. As for the HOMO-LUMO gap: 0.36528 Eh.

***

#2
Entry from OMol25: C20H30ClN3O3 in the gas phase (the ωB97M-V functional and the def2-TZVPD basis).

Last column: Löwdin charge in e.
Cartesian coordinates (Å):
C1 1.2405 3.5197 -4.3603  -0.10
C2 1.1555 2.5673 -3.1729  -0.23
C3 -0.0085 2.8614 -2.2233  -0.34
C4 0.1325 4.2365 -1.5750  -0.06
C5 -0.1163 1.7645 -1.1531  -0.27
C6 -1.2658 2.0196 -0.1593  -0.04
C7 -1.5725 0.7669 0.6404  -0.46
O1 -2.4275 -0.0268 0.2676  0.04
N1 -0.7896 0.5634 1.7229  0.17
C8 -0.9338 -0.5528 2.6688  -0.42
C9 -2.2927 -0.5004 3.3579  -0.19
O2 -2.5058 0.6892 4.1036  -0.04
C10 -0.6706 -1.8988 1.9807  -0.10
C11 0.8417 -1.9117 1.7410  -0.12
C12 1.4580 -1.0766 2.8908  -0.34
C13 2.3541 -1.8921 3.8140  -0.08
C14 0.2476 -0.4794 3.6417  -0.10
N2 -0.3019 0.4420 -1.7362  0.12
C15 0.6836 -0.4874 -1.7298  -0.46
O3 1.8517 -0.2211 -1.4986  0.06
C16 0.2530 -1.8961 -2.0161  -0.11
C17 1.1831 -2.7657 -2.5761  -0.07
N3 0.9257 -4.0427 -2.8358  0.08
C18 -0.2780 -4.5108 -2.5242  -0.16
C19 -1.2599 -3.7192 -1.9472  -0.64
Cl1 -2.7935 -4.4133 -1.5390  0.68
C20 -1.0044 -2.3858 -1.6878  -0.04
H1 2.0051 3.1891 -5.0636  0.07
H2 0.2905 3.5595 -4.8989  0.08
H3 1.4950 4.5361 -4.0589  0.06
H4 1.0548 1.5465 -3.5449  0.10
H5 2.0897 2.5892 -2.6033  0.12
H6 -0.9404 2.8409 -2.8047  0.15
H7 1.0240 4.2693 -0.9415  0.09
H8 0.2347 5.0145 -2.3299  0.07
H9 -0.7308 4.4970 -0.9629  0.07
H10 0.8340 1.7155 -0.6141  0.15
H11 -1.0141 2.8539 0.4948  0.12
H12 -2.1776 2.2767 -0.7014  0.14
H13 -0.1649 1.3093 1.9802  0.15
H14 -3.0865 -0.5502 2.6154  0.12
H15 -2.3701 -1.3794 4.0092  0.13
H16 -1.6895 0.9227 4.5561  0.07
H17 -0.9557 -2.6895 2.6803  0.13
H18 -1.2665 -2.0238 1.0797  0.10
H19 1.2420 -2.9266 1.7227  0.12
H20 1.0829 -1.4601 0.7800  0.09
H21 2.0541 -0.2663 2.4639  0.13
H22 1.8022 -2.7403 4.2280  0.08
H23 3.2178 -2.2846 3.2759  0.08
H24 2.7216 -1.2918 4.6490  0.08
H25 0.4417 0.5344 4.0070  0.12
H26 0.0091 -1.0967 4.5131  0.13
H27 -1.2509 0.1321 -1.8754  0.13
H28 2.1737 -2.3992 -2.8146  0.12
H29 -0.4754 -5.5558 -2.7313  0.11
H30 -1.7567 -1.7720 -1.2042  0.10

Its SMILES is CC[C@H](C)[C@@H](CC(=O)N[C@@]1(CO)CC[C@H](C)C1)NC(=O)c1cncc(Cl)c1. As for the HOMO-LUMO gap: 0.36545 Eh.

***

Of them, #2 has the lowest stability.